This record from OMol25 describes a molecular structure, C25H23F5N7O2S3SeTl at a distorted geometry. The level of theory is ωB97M-V with the def2-TZVPD basis set.

Atoms and positions in Å:
Tl: 0.859 -0.115 -0.830
S: -0.287 -0.422 -3.316
C: 0.319 -1.960 -3.844
C: -0.405 -2.500 -4.911
N: -1.022 -2.879 -5.810
C: 1.398 -2.645 -3.329
S: 2.469 -2.131 -2.069
C: 1.699 -3.902 -3.871
N: 1.978 -4.934 -4.302
C: -1.736 -4.236 0.524
C: -0.281 -4.604 0.858
C: 0.518 -3.336 0.533
O: -0.306 -2.570 -0.335
C: -1.641 -2.774 0.068
H: -2.400 -4.329 1.385
H: -2.125 -4.858 -0.284
H: 0.060 -5.432 0.238
H: -0.156 -4.879 1.903
H: 1.447 -3.536 -0.002
H: 0.752 -2.773 1.445
H: -2.282 -2.550 -0.787
H: -1.905 -2.109 0.898
C: 1.901 4.871 -0.988
C: 1.374 4.178 -2.062
C: 1.240 2.801 -1.996
C: 1.635 2.121 -0.857
C: 2.175 2.809 0.212
C: 2.304 4.189 0.144
H: 1.990 5.947 -1.032
H: 1.064 4.709 -2.952
H: 0.814 2.269 -2.837
H: 2.501 2.284 1.101
H: 2.716 4.727 0.986
C: -5.767 0.861 0.250
C: -5.648 0.544 -1.238
C: -5.192 -0.896 -1.454
C: -4.718 1.545 -1.937
N: -3.396 1.606 -1.391
C: -2.401 0.705 -1.359
N: -1.340 1.288 -0.862
N: -1.693 2.533 -0.578
N: -2.901 2.740 -0.886
H: -6.485 0.189 0.716
H: -6.100 1.886 0.398
H: -4.805 0.738 0.742
H: -6.630 0.665 -1.712
H: -4.347 -1.119 -0.810
H: -4.912 -1.063 -2.493
H: -5.996 -1.586 -1.204
H: -5.130 2.554 -1.835
H: -4.643 1.296 -3.003
H: -2.452 -0.307 -1.689
F: 2.785 -0.950 6.765
C: 2.588 -0.906 5.417
C: 1.745 -2.027 4.888
F: 2.090 -2.359 3.539
C: 0.748 -0.963 4.873
F: -0.134 -0.915 5.901
C: 0.790 0.219 3.989
Se: 1.292 -0.065 2.180
C: 1.936 0.618 4.862
F: 1.635 1.501 5.850
C: 3.317 0.174 4.721
F: 3.583 -0.120 3.343
O: -2.819 0.096 1.460
S: -1.623 -0.025 2.342
N: -0.327 0.042 1.452

Properties
Net charge: -2
Molar mass (Da): 928.04
Calculated total energy (eV): -156946.644
HOMO level (eV): -1.7

---

This record from OMol25 describes a molecular structure, C4H7NO at a distorted geometry. The level of theory is ωB97M-V with the def2-TZVPD basis set.

Atoms and positions in Å:
C: -0.655 -0.253 -0.447
C: 0.257 -0.499 0.743
C: -1.409 0.887 -0.172
C: -1.413 2.135 0.109
H: 1.057 -1.136 -1.136
H: 1.068 0.475 -1.044
H: -1.124 -1.183 -0.644
H: 0.995 0.233 0.817
H: -0.484 -0.501 1.608
H: 2.091 -1.638 0.907
H: -1.679 3.348 -0.066
N: 0.355 -0.175 -1.620
O: 0.942 -1.693 0.946

Properties
Net charge: 0
Molar mass (Da): 85.11
Calculated total energy (eV): -7792.710
HOMO level (eV): -9.7

---

This record from OMol25 describes a molecular structure, C4H8N2O. The level of theory is ωB97M-V with the def2-TZVPD basis set.

Atoms and positions in Å:
C: 2.308 -0.085 0.020
C: 1.128 -0.611 -0.763
O: 0.194 -1.313 0.150
C: -0.710 -0.334 -0.184
N: -1.946 -0.336 0.427
C: 0.014 0.360 -1.071
N: -2.465 0.953 0.644
H: 1.938 0.500 0.868
H: 2.915 0.572 -0.614
H: 2.942 -0.896 0.392
H: 1.425 -1.303 -1.558
H: -1.961 -0.968 1.223
H: -0.103 1.246 -1.672
H: -3.474 0.916 0.574
H: -2.206 1.298 1.565

Properties
Net charge: 0
Molar mass (Da): 100.12
Calculated total energy (eV): -9302.882
HOMO level (eV): -7.9

---

Repeat the first record exactly.
This record from OMol25 describes a molecular structure, C25H23F5N7O2S3SeTl at a distorted geometry. The level of theory is ωB97M-V with the def2-TZVPD basis set.

Atoms and positions in Å:
Tl: 0.859 -0.115 -0.830
S: -0.287 -0.422 -3.316
C: 0.319 -1.960 -3.844
C: -0.405 -2.500 -4.911
N: -1.022 -2.879 -5.810
C: 1.398 -2.645 -3.329
S: 2.469 -2.131 -2.069
C: 1.699 -3.902 -3.871
N: 1.978 -4.934 -4.302
C: -1.736 -4.236 0.524
C: -0.281 -4.604 0.858
C: 0.518 -3.336 0.533
O: -0.306 -2.570 -0.335
C: -1.641 -2.774 0.068
H: -2.400 -4.329 1.385
H: -2.125 -4.858 -0.284
H: 0.060 -5.432 0.238
H: -0.156 -4.879 1.903
H: 1.447 -3.536 -0.002
H: 0.752 -2.773 1.445
H: -2.282 -2.550 -0.787
H: -1.905 -2.109 0.898
C: 1.901 4.871 -0.988
C: 1.374 4.178 -2.062
C: 1.240 2.801 -1.996
C: 1.635 2.121 -0.857
C: 2.175 2.809 0.212
C: 2.304 4.189 0.144
H: 1.990 5.947 -1.032
H: 1.064 4.709 -2.952
H: 0.814 2.269 -2.837
H: 2.501 2.284 1.101
H: 2.716 4.727 0.986
C: -5.767 0.861 0.250
C: -5.648 0.544 -1.238
C: -5.192 -0.896 -1.454
C: -4.718 1.545 -1.937
N: -3.396 1.606 -1.391
C: -2.401 0.705 -1.359
N: -1.340 1.288 -0.862
N: -1.693 2.533 -0.578
N: -2.901 2.740 -0.886
H: -6.485 0.189 0.716
H: -6.100 1.886 0.398
H: -4.805 0.738 0.742
H: -6.630 0.665 -1.712
H: -4.347 -1.119 -0.810
H: -4.912 -1.063 -2.493
H: -5.996 -1.586 -1.204
H: -5.130 2.554 -1.835
H: -4.643 1.296 -3.003
H: -2.452 -0.307 -1.689
F: 2.785 -0.950 6.765
C: 2.588 -0.906 5.417
C: 1.745 -2.027 4.888
F: 2.090 -2.359 3.539
C: 0.748 -0.963 4.873
F: -0.134 -0.915 5.901
C: 0.790 0.219 3.989
Se: 1.292 -0.065 2.180
C: 1.936 0.618 4.862
F: 1.635 1.501 5.850
C: 3.317 0.174 4.721
F: 3.583 -0.120 3.343
O: -2.819 0.096 1.460
S: -1.623 -0.025 2.342
N: -0.327 0.042 1.452

Properties
Net charge: -2
Molar mass (Da): 928.04
Calculated total energy (eV): -156946.644
HOMO level (eV): -1.7